No. 1
{
  "formula": "C30H32N2O4",
  "method": "ωB97M-V/def2-TZVPD",
  "total_charge": 0,
  "mol_weight_g_mol": 484.596,
  "homo_energy_ev": -8.723,
  "relative_energy_kcal_mol": 0.0,
  "lumo_ha": -0.0093,
  "orbital_gap_ev": 8.47,
  "species": ["O", "O", "O", "O", "C", "C", "C", "C", "C", "C", "C", "C", "C", "C", "C", "C", "C", "C", "C", "C", "C", "C", "C", "C", "C", "C", "C", "N", "N", "C", "C", "C", "C", "C", "C", "C", "H", "H", "H", "H", "H", "H", "H", "H", "H", "H", "H", "H", "H", "H", "H", "H", "H", "H", "H", "H", "H", "H", "H", "H", "H", "H", "H", "H", "H", "H", "H", "H"],
  "positions_angstrom": [[0.4947, -1.7866, -2.1989], [3.8297, 3.6550, 0.0113], [4.8665, 0.9617, -1.2682], [0.1212, -2.5758, 1.7515], [0.4117, -2.0460, -1.0035], [2.9488, 2.8307, 0.2197], [4.2519, 1.3730, -2.2500], [-0.8874, -2.2582, -0.4119], [-1.0030, -2.5071, 0.9447], [-1.2264, 5.1694, -2.7778], [3.7569, -2.1159, 1.6277], [3.9601, -1.8359, 0.2745], [-0.2779, 5.4815, -1.7880], [-0.9039, 4.2566, -3.7974], [2.4637, -2.3702, 2.0955], [-3.5430, -2.7006, 0.9150], [-2.3674, -2.8158, 3.0130], [2.8764, -1.8171, -0.6077], [-4.7592, -2.8320, 1.5959], [-3.5813, -2.9493, 3.6903], [0.9925, 4.8797, -1.8173], [0.3642, 3.6490, -3.8221], [1.3692, -2.3427, 1.2248], [-2.3182, -2.6809, 1.6121], [1.5779, -2.0687, -0.1344], [-4.7933, -2.9542, 2.9931], [1.3148, 3.9560, -2.8297], [4.7585, 1.2563, -3.4858], [2.3684, 2.0958, -0.7319], [2.4237, 2.6398, 1.6232], [6.0739, 0.6923, -3.7856], [-6.8534, -4.3491, 3.3234], [-6.9658, -1.8388, 3.5604], [-6.0976, -3.0870, 3.7541], [2.6921, 3.3216, -2.8751], [2.8336, 1.9779, -2.1255], [-1.7357, -2.1884, -1.0767], [-2.2019, 5.6349, -2.7567], [4.6010, -2.1263, 2.3120], [4.9588, -1.6162, -0.0952], [-0.5204, 6.1913, -1.0096], [-1.6320, 4.0204, -4.5606], [2.2989, -2.5842, 3.1463], [-3.5836, -2.6138, -0.1645], [-1.4557, -2.8101, 3.6025], [3.0457, -1.5954, -1.6587], [-5.6846, -2.8355, 1.0282], [-3.5751, -3.0458, 4.7718], [1.7274, 5.1337, -1.0655], [0.6065, 2.9489, -4.6082], [4.2082, 1.6060, -4.2534], [1.6478, 1.4598, -0.4360], [1.3557, 2.8484, 1.6413], [2.6143, 1.6146, 1.9366], [2.9459, 3.3287, 2.2866], [6.2572, 0.7109, -4.8606], [6.8478, 1.2725, -3.2781], [6.1238, -0.3385, -3.4295], [-7.7495, -4.4809, 3.9377], [-7.1595, -4.2887, 2.2744], [-6.2176, -5.2310, 3.4492], [-6.4083, -0.9421, 3.8482], [-7.2781, -1.7334, 2.5167], [-7.8616, -1.9013, 4.1858], [-5.8785, -3.1784, 4.8237], [2.9463, 3.1682, -3.9240], [3.4185, 4.0335, -2.4811], [2.1654, 1.2740, -2.6223]]
}



No. 2
{
  "formula": "C28H20AsBrNO2PbS2Te",
  "method": "ωB97M-V/def2-TZVPD",
  "total_charge": 1,
  "mol_weight_g_mol": 956.233,
  "homo_energy_ev": -9.721,
  "relative_energy_kcal_mol": 128.0,
  "lumo_ha": -0.1442,
  "orbital_gap_ev": 5.80,
  "species": ["Pb", "Br", "C", "C", "C", "C", "C", "N", "C", "O", "O", "H", "H", "H", "S", "C", "C", "C", "C", "C", "C", "As", "C", "C", "C", "C", "C", "C", "C", "C", "C", "C", "C", "C", "H", "H", "H", "H", "H", "H", "H", "H", "H", "H", "H", "H", "H", "H", "Te", "C", "C", "C", "C", "S", "H", "H", "H"],
  "positions_angstrom": [[1.0092, -0.8387, -1.4468], [4.1885, -0.9302, -1.5398], [3.7205, 0.8065, -0.9038], [4.6920, 1.6932, -0.5527], [4.2379, 2.9409, -0.0775], [2.9101, 3.2347, -0.0310], [1.9682, 2.2614, -0.4574], [2.4046, 1.0261, -0.8468], [0.6058, 2.5123, -0.6051], [-0.1449, 3.3108, 0.3554], [-0.2652, 1.3288, -0.4549], [5.7382, 1.4518, -0.6266], [4.9618, 3.6735, 0.2524], [2.5592, 4.1931, 0.3199], [-1.1969, 2.1103, 0.6286], [-2.6367, 2.5755, -0.2642], [-2.8244, 3.8602, -0.7615], [-4.0690, 4.1515, -1.2985], [-5.0720, 3.1873, -1.3256], [-4.8503, 1.9017, -0.8475], [-3.6092, 1.5820, -0.3169], [-2.8806, -0.1214, 0.2781], [-2.4338, -0.9506, -1.4138], [-2.1068, -2.3065, -1.3825], [-1.6900, -2.9493, -2.5388], [-1.5977, -2.2425, -3.7316], [-1.9138, -0.8927, -3.7635], [-2.3258, -0.2418, -2.6067], [-4.4335, -1.0901, 0.8900], [-5.2384, -1.8130, 0.0131], [-6.3799, -2.4397, 0.4899], [-6.7166, -2.3464, 1.8321], [-5.9129, -1.6294, 2.7055], [-4.7674, -1.0035, 2.2376], [-2.0354, 4.5961, -0.7112], [-4.2650, 5.1392, -1.6911], [-6.0383, 3.4436, -1.7389], [-5.6323, 1.1539, -0.8974], [-2.1692, -2.8683, -0.4561], [-1.4406, -4.0018, -2.5030], [-1.2781, -2.7445, -4.6339], [-1.8422, -0.3391, -4.6901], [-2.5736, 0.8121, -2.6494], [-4.9812, -1.8920, -1.0365], [-7.0063, -3.0022, -0.1886], [-7.6057, -2.8391, 2.1998], [-6.1721, -1.5633, 3.7528], [-4.1346, -0.4556, 2.9273], [0.7972, -1.8372, 1.2148], [0.6526, -3.7242, 0.3214], [1.4683, -4.2742, -0.6300], [1.0519, -5.5698, -1.0360], [-0.0659, -5.9849, -0.3830], [-0.6221, -4.8014, 0.7215], [2.3603, -3.7888, -1.0002], [1.5730, -6.1702, -1.7651], [-0.5761, -6.9272, -0.4796]]
}



No. 3
{
  "formula": "C6H24FN12O6Y",
  "method": "ωB97M-V/def2-TZVPD",
  "total_charge": 2,
  "mol_weight_g_mol": 468.240,
  "homo_energy_ev": -13.690,
  "relative_energy_kcal_mol": 0.0,
  "lumo_ha": -0.2578,
  "orbital_gap_ev": 6.67,
  "species": ["Y", "F", "C", "O", "N", "N", "H", "H", "H", "H", "C", "O", "N", "N", "H", "H", "H", "H", "C", "O", "N", "N", "H", "H", "H", "H", "C", "O", "N", "N", "H", "H", "H", "H", "C", "O", "N", "N", "H", "H", "H", "H", "C", "O", "N", "N", "H", "H", "H", "H"],
  "positions_angstrom": [[36.8000, -9.0039, -13.4327], [36.6298, -10.6319, -14.9498], [33.6041, -9.2517, -14.7186], [34.4438, -8.9705, -13.8208], [32.3250, -8.8450, -14.6478], [33.9693, -10.0634, -15.7200], [31.6943, -9.0039, -15.4149], [32.0877, -8.1115, -14.0017], [33.3652, -10.2917, -16.4894], [34.9338, -10.3823, -15.6961], [40.0437, -8.7523, -15.1313], [38.9573, -8.8808, -14.5218], [40.2302, -7.7780, -16.0372], [41.0591, -9.6167, -14.9451], [39.5418, -7.0460, -16.0975], [41.0533, -7.6742, -16.6047], [41.9633, -9.4545, -15.3501], [40.8412, -10.4356, -14.4049], [37.1108, -14.0965, -14.1603], [37.3865, -15.2602, -13.9791], [37.9374, -13.1990, -14.7924], [35.9381, -13.4735, -13.7935], [38.9178, -13.3560, -14.9148], [37.5363, -12.2762, -14.8713], [35.7856, -12.5128, -14.0596], [35.2339, -13.9618, -13.2747], [37.3676, -11.1011, -18.7300], [36.1453, -11.1710, -18.6751], [38.0151, -10.9013, -19.9212], [38.1548, -11.3196, -17.6441], [38.9969, -10.7095, -19.8710], [37.4287, -10.8476, -20.7317], [39.1524, -11.3949, -17.6854], [37.6504, -11.4473, -16.7851], [35.4122, -11.4276, -11.1648], [35.7160, -10.7678, -12.2020], [36.2100, -11.4979, -10.0919], [34.2002, -11.9942, -11.1098], [37.1715, -11.2191, -10.1381], [35.8940, -11.9720, -9.2621], [33.5672, -11.8564, -11.8765], [34.0088, -12.6477, -10.3693], [36.6152, -7.0576, -16.3257], [36.3750, -7.8740, -15.4145], [37.1601, -5.8359, -16.0801], [36.3598, -7.3624, -17.6041], [37.2360, -5.5605, -15.1179], [37.2213, -5.1372, -16.8004], [35.9392, -8.2718, -17.7448], [36.6699, -6.8455, -18.4067]]
}



No. 4
{
  "formula": "C10H12BBr6O8",
  "method": "ωB97M-V/def2-TZVPD",
  "total_charge": -1,
  "mol_weight_g_mol": 750.434,
  "homo_energy_ev": -7.397,
  "lumo_ha": 0.0804,
  "orbital_gap_ev": 9.58,
  "species": ["O", "C", "O", "B", "O", "C", "O", "O", "C", "O", "C", "O", "O", "Br", "C", "C", "Br", "H", "H", "H", "H", "Br", "C", "C", "Br", "H", "H", "H", "H", "Br", "C", "C", "Br", "H", "H", "H", "H"],
  "positions_angstrom": [[-0.5661, 5.5413, -14.2355], [0.5586, 5.0016, -14.3134], [1.2556, 4.2775, -13.4324], [2.6077, 3.9027, -13.9482], [2.6445, 4.5639, -15.2835], [1.4881, 5.2132, -15.5059], [1.2767, 5.9632, -16.4297], [2.6120, 2.3823, -14.0475], [3.3181, 1.8399, -13.0594], [3.3162, 0.6118, -12.7771], [3.8392, 3.0522, -12.2099], [3.6214, 4.1462, -12.9077], [4.4415, 2.9497, -11.1108], [4.2298, 0.6793, -16.4961], [5.1905, 2.3670, -16.6561], [6.2800, 2.2874, -15.6024], [7.0789, 4.1626, -15.5486], [4.5194, 3.2237, -16.7179], [5.5972, 2.3624, -17.6673], [6.9451, 1.4364, -15.7495], [5.8206, 2.0307, -14.6479], [2.5559, 5.7149, -20.2599], [0.7130, 5.7161, -19.4813], [-0.3072, 5.8895, -20.6865], [-2.1881, 5.6913, -20.1239], [0.5303, 6.6206, -18.9012], [0.4385, 4.7744, -19.0058], [0.0107, 5.1303, -21.4010], [-0.2826, 6.8575, -21.1869], [6.9856, -2.8398, -9.9574], [7.7990, -1.1700, -10.7542], [6.9857, -0.5528, -12.0035], [7.8194, 1.1602, -12.2733], [8.7905, -1.4764, -11.0877], [7.7938, -0.4676, -9.9207], [5.9097, -0.4223, -11.8882], [7.1005, -1.0808, -12.9501]]
}



No. 5
{
  "formula": "C2O2",
  "method": "ωB97M-V/def2-TZVPD",
  "total_charge": 0,
  "mol_weight_g_mol": 56.020,
  "homo_energy_ev": [-6.901, -12.809],
  "relative_energy_kcal_mol": 4.3,
  "lumo_ha": [0.0257, -0.1684],
  "orbital_gap_ev": [7.60, 8.23],
  "spin_multiplicity": 3,
  "species": ["C", "C", "O", "O"],
  "positions_angstrom": [[-1.7013, 0.0662, -0.5110], [1.4329, 0.3153, 0.5551], [1.4316, -0.1059, -0.4618], [-1.1631, -0.2756, 0.4177]]
}



No. 6
{
  "formula": "C22H34N2O3",
  "method": "ωB97M-V/def2-TZVPD",
  "total_charge": 0,
  "mol_weight_g_mol": 374.525,
  "homo_energy_ev": -8.192,
  "relative_energy_kcal_mol": 47.8,
  "lumo_ha": 0.0213,
  "orbital_gap_ev": 8.77,
  "species": ["O", "O", "O", "C", "C", "C", "C", "C", "C", "C", "C", "C", "C", "C", "C", "N", "N", "C", "C", "C", "C", "C", "C", "C", "C", "C", "C", "H", "H", "H", "H", "H", "H", "H", "H", "H", "H", "H", "H", "H", "H", "H", "H", "H", "H", "H", "H", "H", "H", "H", "H", "H", "H", "H", "H", "H", "H", "H", "H", "H", "H"],
  "positions_angstrom": [[4.0383, 1.5718, -3.3540], [2.4741, -2.6746, -3.6567], [-0.6403, 1.3253, 0.4500], [5.0648, 0.9610, -3.6102], [2.9310, -1.5375, -3.5633], [-5.6099, 1.4431, 0.7922], [-1.1757, -1.5384, 3.7806], [-1.9980, -1.0764, 2.7679], [-5.2064, 0.8849, 1.9927], [0.5366, -0.6489, -0.2185], [1.6811, 1.5067, -0.1449], [1.7258, -1.2642, -0.6508], [2.8674, 0.8879, -0.5844], [0.5119, 0.7365, 0.0373], [2.8921, -0.4963, -0.8420], [2.2939, -0.4817, -4.0799], [5.2321, -0.3507, -3.4287], [6.2539, 1.7097, -4.1649], [-6.5650, 2.5976, 0.6439], [-0.2071, -2.6546, 3.4848], [-1.1728, -0.9570, 5.1743], [-5.7769, 1.3185, 3.3246], [1.0060, -0.5454, -4.7662], [-3.0313, 0.0144, 2.9084], [-4.2067, -0.2502, 1.9624], [4.1639, -1.1687, -1.3324], [4.2950, -1.3449, -2.8605], [-0.5219, 2.2584, 0.6254], [-5.1857, 1.0466, -0.1260], [-1.9036, -1.5374, 1.7895], [-0.3656, -1.2259, -0.0915], [1.6659, 2.5687, 0.0414], [1.7349, -2.3253, -0.8634], [3.7564, 1.4816, -0.7445], [2.6986, 0.4312, -3.8992], [6.1316, -0.7121, -3.6995], [5.9408, 2.7187, -4.4315], [6.6303, 1.2021, -5.0509], [7.0310, 1.7602, -3.4040], [-6.2351, 3.2436, -0.1749], [-6.6151, 3.2086, 1.5489], [-7.5668, 2.2253, 0.4114], [-0.4226, -3.5146, 4.1257], [-0.2721, -2.9777, 2.4413], [0.8181, -2.3242, 3.6768], [-1.6078, 0.0449, 5.2033], [-1.7373, -1.6053, 5.8510], [-0.1457, -0.8798, 5.5433], [-6.7503, 1.8033, 3.2182], [-5.0920, 2.0130, 3.8200], [-5.9160, 0.4461, 3.9697], [0.2673, -1.0132, -4.1124], [1.0999, -1.1432, -5.6745], [0.6719, 0.4598, -5.0255], [-3.3981, 0.0697, 3.9364], [-2.5718, 0.9748, 2.6544], [-3.8264, -0.3903, 0.9449], [-4.7095, -1.1767, 2.2574], [5.0305, -0.6315, -0.9441], [4.1935, -2.1628, -0.8848], [4.7949, -2.3046, -2.9940]]
}